[1]
C4H8O | ωB97M-V/def2-TZVPD

For the gap between HOMO and LUMO, the calculation gives 0.37709 Eh. The molecular weight comes out at 72.1 Da. The calculation puts the total energy at -6322.3045 eV. For the largest force on an atom, the calculation gives 1.574 eV/Å. As for the charge: 0. The SMILES is C[C@@H]1O[C@@H]1C.

Positions of all 13 atoms, in Å:
C: -1.151 -1.450 0.220
C: -0.601 -0.052 0.653
O: -1.098 0.912 -0.229
C: 0.247 1.176 0.023
C: 1.502 0.722 -0.664
H: -0.589 -1.997 -0.543
H: -1.326 -2.135 1.065
H: -2.149 -1.252 -0.212
H: -0.569 0.064 1.730
H: 0.304 2.256 0.313
H: 2.245 0.602 0.144
H: 1.952 1.399 -1.396
H: 1.323 -0.261 -1.090

Atomic forces in eV per Å
C 0.53 0.24 0.01
C 0.28 0.47 0.14
O -0.62 0.28 -0.64
C 0.14 -0.73 0.19
C -0.07 -0.24 -0.43
H 0.13 0.20 0.06
H 0.39 0.38 -0.11
H 0.47 0.11 0.15
H -1.23 0.53 0.23
H 0.25 -1.14 1.06
H -0.26 0.00 -0.29
H -0.29 0.00 -0.09
H 0.27 -0.11 -0.29



[2]
C6H9N | ωB97M-V/def2-TZVPD

For the gap between HOMO and LUMO (alpha / beta), the calculation gives 0.26927 / 0.26918 Eh. The molecular weight comes out at 95.1 Da. The calculation puts the total energy at -7851.0242 eV. For the largest force on an atom, the calculation gives 0.568 eV/Å. As for the charge: 0.

Positions of all 16 atoms, in Å:
C: -1.847 0.050 0.489
N: -0.589 0.095 0.260
C: 0.622 -0.748 0.551
C: 0.711 -0.615 -0.960
C: 0.346 0.830 -0.662
C: 1.353 1.377 0.381
C: 1.536 0.330 1.185
H: -2.241 -0.723 1.139
H: -2.501 0.763 0.002
H: -1.984 -1.494 -1.511
H: 0.444 -1.692 1.073
H: -1.216 -1.404 -1.564
H: 1.599 -0.896 -1.528
H: -0.115 1.507 -1.384
H: 1.752 2.382 0.443
H: 2.130 0.239 2.087

Atomic forces in eV per Å
C 0.24 0.01 -0.05
N -0.51 0.09 0.23
C -0.03 -0.29 0.21
C 0.39 -0.02 -0.12
C -0.12 0.26 -0.21
C 0.05 -0.10 0.11
C 0.02 0.13 -0.07
H 0.07 0.10 -0.07
H 0.10 -0.08 0.07
H 0.05 -0.02 -0.03
H 0.05 0.15 -0.08
H -0.14 -0.03 -0.01
H -0.09 0.04 0.07
H 0.08 -0.11 0.11
H -0.06 -0.16 -0.01
H -0.10 0.01 -0.14



[3]
C5H7InO5 | ωB97M-V/def2-TZVPD

For the gap between HOMO and LUMO (alpha / beta), the calculation gives 0.34475 / 0.22580 Eh. The molecular weight comes out at 261.9 Da. The calculation puts the total energy at -20699.2652 eV. As for the spin multiplicity: 2. For the largest force on an atom, the calculation gives 5.319 eV/Å. As for the charge: +1.

Positions of all 18 atoms, in Å:
O: -4.055 0.108 -0.386
C: -3.550 -0.760 0.267
O: -3.612 -1.273 1.348
O: -1.775 -1.934 -1.830
C: -1.850 -1.362 -0.749
O: -0.564 -1.114 -0.256
C: -0.360 -0.166 0.795
C: 1.048 0.368 0.789
O: 1.388 0.734 -0.534
C: 2.620 1.424 -0.631
In: 0.662 -1.636 -1.816
H: -0.562 -0.685 1.740
H: -1.059 0.666 0.646
H: 1.755 -0.399 1.149
H: 1.097 1.239 1.463
H: 2.844 1.529 -1.699
H: 2.533 2.404 -0.136
H: 3.440 0.858 -0.162

Atomic forces in eV per Å
O 1.94 -1.51 -0.95
C -3.74 2.49 2.85
O 1.81 -0.87 -1.84
O -1.25 1.23 2.46
C 1.86 -1.73 -3.00
O -2.37 0.58 1.71
C -0.58 1.10 1.65
C 0.54 -0.31 -0.05
O -0.70 -0.63 -0.19
C 0.72 0.34 -0.04
In 2.19 -0.60 -2.42
H -0.04 0.32 -0.16
H 0.05 -0.29 0.03
H -0.06 0.22 0.04
H -0.09 -0.31 -0.11
H -0.10 0.17 0.34
H 0.09 -0.25 -0.29
H -0.25 0.07 -0.05



Please write out number 3 again, unchanged.
C5H7InO5 | ωB97M-V/def2-TZVPD

For the gap between HOMO and LUMO (alpha / beta), the calculation gives 0.34475 / 0.22580 Eh. The molecular weight comes out at 261.9 Da. The calculation puts the total energy at -20699.2652 eV. As for the spin multiplicity: 2. For the largest force on an atom, the calculation gives 5.319 eV/Å. As for the charge: +1.

Positions of all 18 atoms, in Å:
O: -4.055 0.108 -0.386
C: -3.550 -0.760 0.267
O: -3.612 -1.273 1.348
O: -1.775 -1.934 -1.830
C: -1.850 -1.362 -0.749
O: -0.564 -1.114 -0.256
C: -0.360 -0.166 0.795
C: 1.048 0.368 0.789
O: 1.388 0.734 -0.534
C: 2.620 1.424 -0.631
In: 0.662 -1.636 -1.816
H: -0.562 -0.685 1.740
H: -1.059 0.666 0.646
H: 1.755 -0.399 1.149
H: 1.097 1.239 1.463
H: 2.844 1.529 -1.699
H: 2.533 2.404 -0.136
H: 3.440 0.858 -0.162

Atomic forces in eV per Å
O 1.94 -1.51 -0.95
C -3.74 2.49 2.85
O 1.81 -0.87 -1.84
O -1.25 1.23 2.46
C 1.86 -1.73 -3.00
O -2.37 0.58 1.71
C -0.58 1.10 1.65
C 0.54 -0.31 -0.05
O -0.70 -0.63 -0.19
C 0.72 0.34 -0.04
In 2.19 -0.60 -2.42
H -0.04 0.32 -0.16
H 0.05 -0.29 0.03
H -0.06 0.22 0.04
H -0.09 -0.31 -0.11
H -0.10 0.17 0.34
H 0.09 -0.25 -0.29
H -0.25 0.07 -0.05